# 1
The following is a quantum chemistry calculation of one molecule with the formula C4H3NOS in a non-equilibrium geometry, from OMol25.

Output
Energy relative to the best compared isomer or geometry (same formula, charge and spin) in kcal per mole: 10.8
Gap between HOMO and LUMO in eV: 7.8441
HOMO energy in eV: -8.650
Maximum force in eV Å⁻¹: 2.0

Last column: natural (NBO) charge in e.
Geometry (Å):
C: -1.26519 -0.02963 -0.02500  -0.39
H: -0.85799 -2.12576 0.06426  0.20
O: 0.80343 -1.15780 -0.03011  -0.44
C: 1.57183 0.02593 0.01768  0.33
H: -0.94555 2.16371 0.04059  0.21
C: -0.52634 -1.14159 0.00254  0.27
H: -2.35401 -0.01272 -0.03552  0.25
N: 0.82573 1.14261 -0.03033  -0.49
C: -0.49692 1.15527 0.00476  0.16
S: 3.24500 -0.02003 -0.00887  -0.09

=====

# 2
The following is a quantum chemistry calculation of C12H34ClIN3P2Rh as an isolated structure in a non-equilibrium geometry, from OMol25.

Output
Multiplicity: 5
Net charge: +2
Energy relative to the best compared isomer or geometry (same formula, charge and spin) in kcal per mole: 8.2
Gap between HOMO and LUMO (spin up / spin down) in eV: 8.2484 / 5.5608
HOMO energy (spin up / spin down) in eV: -14.106 / -14.902
Maximum force in eV Å⁻¹: 3.5

Last column: Mulliken spin population.
Geometry (Å):
H: 0.92063 -2.70602 0.00794  0.00
H: -1.95234 -2.54328 -3.02870  0.00
C: 0.03683 -2.84225 -0.62417  0.01
H: 2.79458 2.65060 -2.21337  0.00
H: 0.89997 0.01527 1.12372  -0.02
H: 2.39581 0.41506 2.26098  -0.01
H: -2.11483 -0.03150 -1.95940  0.07
C: -2.39748 0.07037 2.11962  0.02
N: 0.87627 -0.09647 3.59352  0.05
H: 2.08826 -2.77133 -3.88830  0.00
C: 1.85291 -3.07068 -2.85674  0.01
P: 0.33177 -2.23252 -2.33439  0.11
C: -2.02394 0.23810 4.51888  -0.01
H: -2.24055 0.93523 1.48173  0.00
C: -0.92800 2.89937 -3.28963  0.03
H: 2.12235 2.68249 -3.87895  0.00
Rh: 0.26223 0.03133 -2.65176  1.76
C: 0.16756 2.87491 -0.54472  0.02
H: -1.38257 -0.81285 -0.55957  -0.02
H: -1.89156 2.61223 -2.85478  0.00
H: -2.25646 -0.79413 1.47555  0.00
I: 2.36643 -0.07265 -0.77402  0.36
H: 2.90570 -0.40945 3.77030  0.00
H: 1.83809 4.08136 -2.77257  0.01
H: 0.92604 2.47380 0.13900  -0.01
H: -0.82034 2.61845 -0.14552  0.00
C: -1.29960 0.03260 -1.22577  0.16
H: -2.26696 -0.73893 4.97750  0.02
H: -0.83559 -2.42942 -4.41778  0.00
H: -1.40362 0.96242 -0.67093  -0.03
H: -0.92818 -3.95242 -3.45990  0.01
H: -3.40794 0.08676 2.49809  0.00
C: -0.97824 -2.85882 -3.41853  0.03
Cl: 0.47234 0.09402 -4.89973  0.34
C: -0.18576 -0.01706 2.75647  -0.05
N: -0.07224 -0.01360 1.45585  0.69
H: 0.13525 -0.68699 5.49180  0.01
H: -0.84155 3.98737 -3.34101  0.01
H: 2.12789 -1.33543 2.43526  -0.01
H: 0.25255 3.96750 -0.57791  0.00
H: 0.57736 1.05651 5.35074  0.00
C: 2.15999 -0.38062 2.97948  0.03
N: -1.46037 0.06958 3.20765  0.27
H: 1.68752 -4.16111 -2.81772  0.01
H: -2.97751 0.76175 4.34184  0.00
H: 1.83986 -0.18648 5.38163  0.00
C: 1.95242 2.98635 -2.83583  0.01
P: 0.40743 2.26550 -2.24980  0.12
C: 0.82519 0.03226 5.02816  0.00
H: -1.40006 0.81795 5.19642  0.01
H: -0.78858 -2.32415 -0.13007  -0.01
H: -0.22494 -3.90274 -0.69076  0.00
H: -0.83076 2.44609 -4.28267  0.00
H: 2.68673 -2.79432 -2.19716  0.00

=====

# 3
The following is a quantum chemistry calculation of one molecule with the formula C4H9Br2 in a non-equilibrium geometry, from OMol25.

Output
Multiplicity: 2
Energy relative to the best compared isomer or geometry (same formula, charge and spin) in kcal per mole: 14.4
Gap between HOMO and LUMO (spin up / spin down) in eV: 10.0354 / 7.3330
HOMO energy (spin up / spin down) in eV: -9.314 / -9.678
Maximum force in eV Å⁻¹: 2.1

Last column: Mulliken spin population.
Geometry (Å):
H: -1.97973 0.77709 -1.21298  0.00
H: -1.62743 -1.69504 -0.09398  0.00
C: -0.08255 0.01348 -0.07672  0.05
H: 0.12668 1.69781 1.30573  0.00
C: -0.57242 -1.43480 0.07777  0.01
Br: 1.56463 -0.37114 -1.11081  0.16
H: -0.36236 0.79449 -2.01781  0.00
Br: 4.29865 -0.07799 -0.85203  0.77
H: -0.73202 1.91998 -0.71849  0.00
H: -0.32580 -1.80129 1.06571  0.00
C: -0.87605 0.89609 -1.05273  0.00
C: 0.13639 0.60129 1.38286  0.00
H: -0.75315 0.43332 2.04494  0.00
H: 1.09422 0.26904 1.84342  0.00
H: 0.09095 -2.02232 -0.58486  0.00

=====

# 4
The following is a quantum chemistry calculation of a 2-piece molecular cluster, C5H9F3NO overall in a non-equilibrium geometry, from OMol25.

Output
Net charge: +1
Energy relative to the best compared isomer or geometry (same formula, charge and spin) in kcal per mole: 0.0
Gap between HOMO and LUMO (spin up / spin down) in eV: 10.0885 / 10.0879
HOMO energy (spin up / spin down) in eV: -14.773 / -14.773
Maximum force in eV Å⁻¹: 4.8

Last column: natural (NBO) charge in e.
Geometry (Å):
C: 0.41791 -0.64736 -0.11073  0.20
F: 2.43034 1.05783 -1.43846  -0.25
O: -0.29937 1.40238 0.90630  -0.33
C: -1.42419 2.18355 0.49377  -0.25
N: 0.25691 0.62305 -0.08119  -0.12
H: -0.59638 -3.46812 1.08893  0.24
H: 0.58949 -1.51849 1.77916  0.28
H: -0.75275 -2.85257 -0.41877  0.21
H: -1.41709 2.37025 -0.61321  0.19
H: -1.22228 2.98464 1.17658  0.23
C: 1.35335 1.74283 -1.54000  1.24
H: -1.03583 -1.10043 1.23512  0.26
H: 0.82154 -3.48677 0.06324  0.25
F: 1.40098 2.91319 -1.06802  -0.22
C: -0.11297 -1.47066 0.88195  -0.51
H: 1.08198 -0.98540 -0.85395  0.23
C: -0.05463 -2.89716 0.37912  -0.62
F: 0.78838 1.57530 -2.62336  -0.22
H: -2.22537 1.57394 0.74352  0.20

=====

# 5
The following is a quantum chemistry calculation of C6H16N2 as an isolated structure in a non-equilibrium geometry, from OMol25.

Output
Energy relative to the best compared isomer or geometry (same formula, charge and spin) in kcal per mole: 92.9
Gap between HOMO and LUMO in eV: 7.7133
HOMO energy in eV: -6.992
Maximum force in eV Å⁻¹: 2.5

Last column: natural (NBO) charge in e.
Geometry (Å):
C: 1.23982 0.59739 1.28301  -0.68
H: -2.19404 -1.23868 0.97886  0.17
C: -1.63697 -0.35699 1.31643  -0.45
H: 0.16100 0.20109 1.60410  0.26
H: 0.95907 -0.14049 -2.88039  0.22
H: -3.02330 1.04474 1.94405  0.36
C: 0.23130 0.21639 -0.87496  -0.04
C: 2.15139 -1.26482 -0.16658  -0.65
C: 1.34460 -0.00854 -0.02369  0.09
H: -0.78237 -0.31237 -2.70663  0.21
H: 0.28662 -1.57564 -2.09649  0.22
N: -0.22520 1.58627 -0.99899  -0.82
H: 2.90117 -1.34113 0.62000  0.22
H: -0.58977 1.92300 -0.11415  0.38
H: -1.41176 -0.54457 2.36542  0.19
H: 1.10077 1.67957 1.28704  0.23
H: 2.00316 0.30070 1.99841  0.22
N: -2.35252 0.90042 1.19640  -0.87
H: 1.51913 -2.16043 -0.09699  0.22
H: 2.66314 -1.30940 -1.13061  0.22
H: -0.99417 1.64054 -1.65579  0.35
H: -0.68550 -0.30247 0.05318  0.25
C: 0.17361 -0.49817 -2.21269  -0.63
H: -2.83919 0.96358 0.31103  0.35

=====

# 6
The following is a quantum chemistry calculation of one molecule with the formula C6H8S2 in a non-equilibrium geometry, from OMol25.

Output
Energy relative to the best compared isomer or geometry (same formula, charge and spin) in kcal per mole: 22.8
Gap between HOMO and LUMO in eV: 7.7640
HOMO energy in eV: -8.614
Maximum force in eV Å⁻¹: 2.8

Last column: natural (NBO) charge in e.
Geometry (Å):
S: -2.77391 -0.11987 -0.55063  0.02
C: -0.37253 1.10537 -0.34286  -0.41
H: -0.86741 2.12586 -0.19154  0.23
H: -1.21462 0.17703 1.27757  0.23
H: -0.42178 0.94722 -1.42330  0.21
C: 1.76786 -0.16183 -0.13763  -0.03
H: -0.94521 -2.22379 0.23229  0.21
H: 1.71563 1.99296 -0.09562  0.26
H: 1.46911 -2.30519 -0.24278  0.24
H: 0.96021 1.31676 1.34003  0.23
S: 3.43675 -0.18456 -0.46696  -0.02
C: -0.35817 -1.31568 0.09231  -0.07
H: -3.23090 -1.11965 0.22491  0.12
C: 0.97206 -1.34936 -0.11185  -0.32
C: -1.17057 -0.04972 0.20540  -0.41
C: 1.03348 1.16443 0.19067  -0.48

=====

> Among the records above, which one has the lowest energy relative to the best compared isomer or geometry (same formula, charge and spin)?

C5H9F3NO